No. 1
Below is a structure of composition C27H45Cl2CuN6O11Pd in a non-equilibrium geometry, with properties calculated with wB97M-V/def2-TZVPD.

Each line ends with the Löwdin spin population.
Element x y z (Å)
1 C 7.99999 4.17489 -3.29617  0.0000
2 C 7.79804 2.89976 -2.43700  0.0000
3 N 7.53050 3.23817 -1.03110  0.0000
4 C 8.42981 3.58599 -0.06132  0.0000
5 C 7.76800 3.72325 1.15474  0.0000
6 N 6.42795 3.44964 0.91561  0.0000
7 C 6.31357 3.16598 -0.43847  0.0000
8 C 5.35001 3.65388 1.85257  0.0000
9 H 7.34828 5.00209 -3.01490  0.0000
10 H 7.69709 4.00433 -4.32925  0.0000
11 H 9.00842 4.58437 -3.23690  0.0000
12 H 8.73978 2.35119 -2.45383  0.0000
13 H 6.98358 2.25142 -2.76014  0.0000
14 H 9.42293 3.80317 -0.42595  0.0000
15 H 8.11860 3.92810 2.15549  0.0000
16 H 5.40438 2.79744 -0.89008  0.0000
17 H 5.04110 2.70538 2.29191  0.0000
18 H 4.51742 4.16711 1.37143  0.0000
19 H 5.70959 4.32333 2.63400  0.0000
20 Cu 0.36518 -2.38501 -3.65580  -0.0860
21 Pd -0.26990 -2.60773 4.81568  -0.0009
22 C 4.72012 -7.73371 2.65051  0.3443
23 C 6.15681 -7.90366 2.57750  0.0145
24 C 7.03204 -7.19589 3.72360  0.0226
25 O 8.21426 -7.52750 3.80448  0.1550
26 C 6.37728 -6.02308 4.38044  0.3759
27 C 5.04084 -5.83752 4.32432  0.0122
28 C 4.17469 -6.86495 3.53982  -0.0043
29 O 2.87092 -6.76255 3.57734  0.4412
30 O 4.57900 -4.71428 4.75759  0.4158
31 O 6.71057 -8.58726 1.68972  0.2002
32 H 4.07126 -8.36295 2.05939  0.0108
33 H 6.87974 -5.33685 5.04604  0.0119
34 C -0.59085 -0.31941 0.58509  0.0132
35 O -0.63696 0.18690 -0.52882  0.2558
36 O -0.33540 -1.49589 0.54805  0.5089
37 O -0.69574 0.11287 1.73642  0.3091
38 Cl -6.18998 5.14795 0.28643  0.0000
39 C -5.73007 3.80086 1.41728  0.0000
40 C -6.42552 2.47485 1.00168  0.0000
41 Cl -8.21105 2.53309 0.97450  0.0000
42 H -6.10583 4.09292 2.39790  0.0000
43 H -4.64520 3.69924 1.38862  0.0000
44 H -6.16098 1.62524 1.63120  0.0000
45 H -6.20178 2.24727 -0.04055  0.0000
46 C 0.06976 6.46424 -2.96810  0.0000
47 O 0.77648 6.88631 -2.10548  0.0000
48 N 0.35466 6.60663 -4.27750  0.0000
49 C -0.53514 5.97661 -5.25442  0.0000
50 C 1.41879 7.44642 -4.77326  0.0000
51 H -0.72421 5.74647 -2.70999  0.0000
52 H -0.92316 6.72227 -5.94835  0.0000
53 H -1.34104 5.53740 -4.66644  0.0000
54 H 0.12381 5.26680 -5.75447  0.0000
55 H 2.16649 6.81508 -5.25332  0.0000
56 H 1.06115 8.30770 -5.33751  0.0000
57 H 2.14488 7.80590 -4.04410  0.0000
58 C -5.70912 -0.65422 -7.20066  0.0000
59 O -4.57903 -1.08401 -6.96698  0.0000
60 N -6.37025 -1.02570 -8.32008  0.0000
61 C -7.57833 -0.25882 -8.74360  0.0000
62 C -5.84312 -1.99540 -9.32423  0.0000
63 H -6.28259 0.11170 -6.65597  0.0000
64 H -7.45477 0.27228 -9.68740  0.0000
65 H -7.73741 0.61881 -8.11706  0.0000
66 H -8.45980 -0.89393 -8.83170  0.0000
67 H -6.73114 -2.28747 -9.88478  0.0000
68 H -5.15767 -1.42152 -9.94786  0.0000
69 H -5.43214 -2.93253 -8.94875  0.0000
70 C -4.31514 -7.42456 -1.92180  0.0000
71 O -3.55756 -6.83247 -2.74074  -0.0001
72 N -5.45635 -8.14962 -2.25353  0.0000
73 C -6.20731 -8.90468 -1.22831  0.0000
74 C -6.03453 -8.14887 -3.58621  0.0000
75 H -4.08045 -7.72859 -0.88997  0.0000
76 H -5.70572 -8.96464 -0.26244  0.0000
77 H -6.37085 -9.91965 -1.59052  0.0000
78 H -7.21908 -8.50824 -1.14314  0.0000
79 H -5.43791 -7.67743 -4.36716  0.0000
80 H -6.36835 -9.15909 -3.82311  0.0000
81 H -6.96085 -7.57599 -3.54324  0.0000
82 C -1.45115 1.81899 10.34109  0.0000
83 O -0.99590 1.02502 9.56550  0.0000
84 N -0.81489 2.22630 11.43459  0.0000
85 C -1.58159 3.09391 12.36079  0.0000
86 C 0.44052 1.70933 12.01644  0.0000
87 H -2.47715 2.20832 10.25188  0.0000
88 H -1.84675 2.55850 13.27246  0.0000
89 H -2.57437 3.41618 12.04675  0.0000
90 H -1.10143 4.00773 12.71077  0.0000
91 H 1.04482 1.24072 11.23969  0.0000
92 H 0.97698 2.60146 12.33959  0.0000
93 H 0.23519 0.98403 12.80377  0.0000

The calculation puts the HOMO-LUMO gap (alpha / beta) at 1.9 / 1.8 eV. As for the charge: +1. Its multiplicity is 4. The calculation puts the maximum force at 7.185 eV Å⁻¹. As for the expectation value of S²: 3.92.

No. 2
Below is the molecule C5H7N, with properties calculated with wB97M-V/def2-TZVPD.

Each line ends with the natural charge from an NBO analysis.
Element x y z (Å)
1 C 0.09965 0.46002 1.21688  -0.1458
2 C -0.75022 -0.75355 0.97324  -0.2357
3 C -0.79691 -1.15661 -0.29285  -0.1828
4 C 0.07014 -0.26474 -1.13630  -0.1759
5 N 0.05990 1.05773 -0.51751  -0.5555
6 C 1.30996 0.15680 -0.43729  -0.3388
7 H 0.94517 0.28949 1.88500  0.2195
8 H -0.47901 1.31349 1.59774  0.1857
9 H -1.26253 -1.22547 1.80681  0.2292
10 H -1.34685 -2.01298 -0.66767  0.2192
11 H -0.01290 -0.25120 -2.21995  0.2202
12 H 0.04149 1.87973 -1.12288  0.3885
13 H 2.12211 0.50729 -1.08522  0.1722

The calculation puts the HOMO-LUMO gap at 8.0 eV. The calculation puts the maximum force at 0.502 eV Å⁻¹.

Which E belongs to each record? In order, -4899.96610, -249.22854 a.u..